1.
C4H9NO | ωB97M-V with the def2-TZVPD basis set

Values from the calculation:
max |F| = 3.89 eV/A
net charge = 0
multiplicity = 1
DFT total energy = -7828.5713 eV
SMILES = CN1C[C@H]1CO

Element x y z (Å)
C  -1.80543  0.63012  -0.16704
N  -0.47976  0.20205  -0.44716
C  -0.33831  -1.20748  -0.44176
C  0.39348  -0.35424  0.56368
C  1.79536  0.26404  0.51661
O  2.25725  0.51078  -0.78604
H  -2.34273  0.81068  -1.11346
H  -2.31468  -0.47835  0.33360
H  -1.76672  1.57713  0.41627
H  -1.42420  -1.55874  0.03391
H  0.10923  -1.70732  -1.31679
H  0.02538  -0.50665  1.58388
H  2.52810  -0.38736  1.00014
H  1.76266  1.20182  1.10997
H  1.52742  0.93852  -1.26019

***

2.
C4H9NO | ωB97M-V with the def2-TZVPD basis set

Values from the calculation:
max |F| = 2.21 eV/A
net charge = 0
multiplicity = 1
DFT total energy = -7828.8448 eV
SMILES = C=NCOCC

Element x y z (Å)
C  2.67704  -0.26499  -0.34449
N  1.73806  0.48858  -0.78494
C  1.00789  0.83022  0.41122
O  -0.37609  0.77631  0.44485
C  -1.05454  -0.16048  -0.38096
C  -2.35179  -0.53831  0.31450
H  2.50857  -1.04480  0.41385
H  3.68267  -0.20279  -0.73381
H  1.28814  1.86010  0.63799
H  1.66897  0.30708  1.19491
H  -0.42417  -1.04101  -0.55974
H  -1.26189  0.29474  -1.36016
H  -2.14687  -1.01816  1.27624
H  -2.96069  0.35224  0.50250
H  -2.93766  -1.22751  -0.30291